This record from OMol25 describes one molecule with the formula C3H8O3S3. The level of theory is ωB97M-V/def2-TZVPD.

```
17
Properties=species:S:1:pos:R:3:forces:R:3:nbo_charge:R:1
C -0.48763 -1.52343 -1.65278 4.4354 2.8624 -0.5172 -0.77
C 1.00952 1.96415 1.85138 -0.1750 -2.3411 1.3995 -0.83
C -0.54941 -2.47813 0.83820 -0.9094 -0.6657 -1.3224 -0.72
O 1.18339 -0.05924 0.14395 0.1131 -1.7140 -0.1991 -0.99
O -1.40316 1.18867 -0.94742 0.4959 0.1539 -0.0120 -0.97
O -0.13020 2.81624 -2.25114 0.2250 -0.2363 0.2207 -0.92
S -0.68606 -1.07322 0.06735 0.0368 -0.6928 0.3231 1.00
S 1.54748 1.42665 0.14750 -0.5150 1.4753 1.1757 0.76
S -0.54419 2.37130 -0.93493 -0.7832 0.9706 -0.3627 1.54
H -1.40412 -1.60246 -2.03648 -3.9095 -0.0813 -1.3711 0.23
H -0.00495 -2.45662 -1.83555 0.6766 -0.6210 0.4100 0.23
H 0.06488 -0.66509 -2.27857 -1.1976 -1.8966 1.7676 0.27
H 1.35105 1.03873 2.53475 -0.8760 1.9457 -1.5413 0.24
H -0.10880 2.14007 2.02943 1.4760 -0.3171 -0.6829 0.23
H 1.56720 2.80605 2.24619 0.1163 0.2793 -0.3732 0.23
H -1.06995 -2.45946 1.79311 0.6391 -0.2675 0.0903 0.24
H -0.33504 -3.43419 0.28500 0.1515 1.1462 0.9950 0.23
```
Forces are in eV/Å.

Computed properties:
gap between HOMO and LUMO (alpha / beta): 0.265 / 0.265 Eh
HOMO energy (alpha / beta): -7.71 / -7.71 eV
max |F|: 5.30 eV/A

***

This record from OMol25 describes an isolated ion of composition C3H8O4PS and charge -1. The level of theory is ωB97M-V/def2-TZVPD.

```
17
Properties=species:S:1:pos:R:3:forces:R:3:nbo_charge:R:1
C -1.58768 -1.56262 -0.44668 -1.0061 0.4895 -0.7133 -0.63
C -1.42312 -0.05974 -1.15581 -0.3679 -2.2777 0.3859 -0.74
P 0.10401 0.78883 -0.38382 1.2869 0.5028 -0.7771 1.03
C -0.35167 2.03202 0.99421 -0.2909 -0.5546 1.8757 -0.99
O 0.93025 -0.52366 0.48295 0.1122 1.9614 -0.7096 -0.94
S 2.61633 -0.43592 0.24191 7.5681 -3.1338 -0.4757 2.27
O 2.98880 -0.99004 -1.17871 -2.4770 1.8437 4.0952 -0.96
O 3.22814 0.97871 0.40531 -3.1637 -3.6202 0.1129 -0.94
O 3.33190 -1.56063 1.35584 -3.7016 4.4294 -3.5410 -0.94
H -1.81225 -1.36517 0.69294 0.5486 -0.8468 -2.2841 0.21
H -2.51034 -2.06878 -0.98808 1.6986 0.8962 1.3628 0.19
H -0.66594 -2.26097 -0.64237 -1.7016 1.6866 0.6730 0.25
H -2.42897 0.52911 -1.04529 1.9830 -0.9905 -0.2380 0.22
H -1.17320 -0.29193 -2.29749 -0.5112 0.9591 2.4688 0.24
H 0.63129 2.63723 1.28027 -2.1143 -1.3831 -0.8658 0.27
H -0.64510 1.39360 1.94366 0.4332 1.4710 -1.6160 0.22
H -1.23245 2.75998 0.74115 1.7037 -1.4329 0.2465 0.23
```
Forces are in eV/Å.

Computed properties:
net charge: -1
SMILES: CCP(C)OS(=O)(=O)[O-]
gap between HOMO and LUMO: 0.294 Eh
HOMO energy: -4.76 eV
max |F|: 8.21 eV/A

***

This record from OMol25 describes a 3-piece molecular cluster, C3H8O4S overall. The level of theory is ωB97M-V/def2-TZVPD.

```
16
Properties=species:S:1:pos:R:3:forces:R:3:nbo_charge:R:1
O 2.80904 0.57720 1.04192 -0.2538 0.0715 0.0726 -0.79
C 1.57429 0.44350 0.88151 0.2663 -0.3359 -0.1224 0.79
O 0.88898 -0.51916 1.36088 0.0785 0.3319 0.0693 -0.85
C 0.87749 1.48534 -0.01668 0.1938 0.1395 0.4291 -0.53
C -0.64486 1.49199 -0.03419 0.2409 -0.0491 -0.5845 -0.50
S -1.37279 2.70143 -1.21154 -0.0155 0.0953 0.0522 -0.79
H 1.31600 1.36721 -1.00948 -0.2325 -0.0938 -0.1789 0.20
H 1.23399 2.46653 0.30740 0.0045 0.0451 0.0263 0.20
H -0.99206 0.49870 -0.32161 -0.0842 -0.0761 0.1707 0.17
H -0.98684 1.68964 0.97866 -0.1707 -0.0395 0.1391 0.17
H -1.09134 -1.29409 -1.99569 -0.0094 -0.2088 -0.1107 0.48
H -0.93084 -2.37895 -0.96662 -0.2480 0.1324 -0.1218 0.50
O -1.07179 -2.26111 -1.93282 0.1146 0.1976 0.1213 -1.01
H -0.21011 -2.77016 1.03003 -0.2224 -0.0849 0.0412 0.45
H -0.44124 -1.31632 1.03138 -0.1573 -0.1611 -0.1830 0.53
O -0.95791 -2.18177 0.85685 0.4952 0.0361 0.1795 -1.02
```
Forces are in eV/Å.

Computed properties:
net charge: -2
gap between HOMO and LUMO: 0.210 Eh
HOMO energy: 0.39 eV
max |F|: 0.63 eV/A

***

This record from OMol25 describes a 2-piece molecular cluster, C3H8OS overall. The level of theory is ωB97M-V/def2-TZVPD.

```
13
Properties=species:S:1:pos:R:3:forces:R:3:nbo_charge:R:1
C -2.31631 -0.08996 2.06525 4.1230 -1.1984 -1.0873 0.24
O -1.57154 0.84607 2.26452 -1.7515 0.1336 0.5423 -0.46
H -2.16021 -0.58605 1.06035 -1.3808 0.5670 0.0849 0.10
H -2.54344 -0.82557 2.84064 -1.1853 0.4340 0.6429 0.12
C 1.71457 -0.33775 -1.54237 -0.4492 -0.7405 -0.0054 -0.62
C 0.61328 -0.14580 -0.51360 0.2841 0.7423 0.6919 -0.47
S 0.45642 1.66834 0.00665 0.9110 -1.2453 -0.2241 -0.06
H 2.59080 0.01070 -0.99514 0.4267 -0.1560 -0.6461 0.21
H 1.80522 -1.43820 -1.80943 0.0612 1.3223 0.2440 0.21
H 1.53755 0.27155 -2.43596 0.2089 -0.2348 0.1551 0.21
H 0.94898 -0.67053 0.37929 -0.2649 0.0118 0.2039 0.20
H -0.36434 -0.53565 -0.76733 -0.1483 0.1059 -0.2456 0.20
H -0.71098 1.83285 -0.55288 -0.8348 0.2581 -0.3564 0.11
```
Forces are in eV/Å.

Computed properties:
SMILES: C=O.CCS
gap between HOMO and LUMO: 0.332 Eh
HOMO energy: -8.69 eV
max |F|: 4.43 eV/A

***

This record from OMol25 describes one molecule with the formula C3H8OS. The level of theory is ωB97M-V/def2-TZVPD.

```
13
Properties=species:S:1:pos:R:3:forces:R:3:nbo_charge:R:1
O 0.42179 -2.30399 0.58383 -2.0714 -0.7083 -1.3130 -0.71
C 0.55986 -1.16885 -0.18903 -0.0044 2.0022 -2.2371 -0.07
C 0.01153 0.06638 0.60617 0.2237 -3.6879 1.6542 -0.45
C -0.80998 1.07996 -0.05546 -0.1051 0.2592 -0.5777 -0.54
S 0.08018 1.65074 -1.43750 1.2156 1.2174 -2.3902 -0.05
H 1.15997 -2.39881 1.10218 2.6763 -0.5198 2.0437 0.46
H 1.62331 -0.92142 -0.52028 -1.1357 -0.7467 0.3475 0.17
H -0.04902 -1.36962 -1.12821 0.6973 0.5135 1.0190 0.18
H -0.63353 -0.52296 1.29051 -0.1317 0.6997 -0.0798 0.23
H 0.80876 0.38838 1.29141 -0.1206 0.6560 -0.5653 0.21
H -1.79331 0.77957 -0.32022 -0.7859 -0.7332 -0.2247 0.21
H -0.89593 1.86960 0.59508 -0.4752 1.9289 1.6851 0.22
H -0.48364 2.85102 -1.81848 0.0172 -0.8811 0.6382 0.13
```
Forces are in eV/Å.

Computed properties:
SMILES: OCCCS
gap between HOMO and LUMO: 0.361 Eh
HOMO energy: -8.98 eV
max |F|: 4.05 eV/A

***

This record from OMol25 describes a 2-piece molecular cluster, C3H8OS overall. The level of theory is ωB97M-V/def2-TZVPD.

```
13
Properties=species:S:1:pos:R:3:forces:R:3:nbo_charge:R:1
C -1.08977 -0.48616 2.14122 0.2434 -0.9930 0.1851 -0.60
C -1.17458 -1.54370 1.30284 -0.7036 1.1261 0.7906 0.19
O -0.73945 -1.58429 0.03277 1.0560 -0.4531 0.2938 -0.66
H -1.82714 -0.42701 2.92626 0.3293 -0.4268 0.5250 0.21
H -0.23608 0.17521 2.25813 -0.3669 0.4762 -0.8984 0.20
H -1.68442 -2.44812 1.62295 -0.5319 0.2287 -0.5383 0.18
H -0.19528 -0.79552 -0.09360 -0.0072 0.0170 -0.4218 0.48
C 0.90383 1.60779 -1.60644 -0.5067 0.0661 -0.0751 -0.74
S 1.42965 0.14136 -2.55774 0.2808 0.0238 0.1019 -0.05
H 1.27524 1.72248 -0.59592 0.2555 -0.5049 0.1517 0.23
H 1.11963 2.55901 -2.09658 0.0419 -0.3153 -0.2961 0.22
H -0.17499 1.46201 -1.55339 -0.0144 0.4281 0.1336 0.22
H 2.39337 -0.38305 -1.78052 -0.0763 0.3270 0.0481 0.13
```
Forces are in eV/Å.

Computed properties:
SMILES: C=CO.CS
gap between HOMO and LUMO: 0.348 Eh
HOMO energy: -8.72 eV
max |F|: 1.55 eV/A